Formula: C29H44BrFeN3P2
Source: the Open Molecules 2025 dataset
Level of theory: wB97M-V/def2-TZVPD

Positions of all 80 atoms, in Å:
C 2.7768 4.9519 -0.6991
C 1.8193 4.1516 -1.3636
C 1.8298 4.1964 -2.7772
C 2.8767 4.8601 -3.4183
N 3.8483 5.4843 -2.7695
C 3.7786 5.5694 -1.4504
C 0.6997 3.5513 -0.6723
C -0.3438 3.2298 -0.1080
C -1.5268 2.6785 0.5889
C -1.5153 1.3667 1.1328
C -2.7047 0.8156 1.6555
C -3.8959 1.5301 1.6490
C -3.9268 2.8977 1.2570
C -2.7317 3.4371 0.7495
Fe -0.8910 -0.7720 1.3717
P 1.5510 -0.6334 0.3228
H 1.0669 3.7183 -3.3877
H 2.7806 5.1038 0.3744
H 2.9877 4.8207 -4.4959
H 4.6112 6.0813 -0.9813
H -2.7037 4.4995 0.4454
H -0.4973 0.8995 1.1379
H -4.8554 3.5061 1.3602
H -2.8219 -0.2094 2.0233
C 2.4039 -2.2990 0.3963
C 3.7368 -2.4957 -0.3426
H 1.6654 -3.0224 0.0086
H 2.5156 -2.5389 1.4665
H 4.0703 -3.5317 -0.1985
H 3.6475 -2.3527 -1.4288
H 4.5415 -1.8549 0.0450
C 1.7826 -0.1031 -1.4600
C 3.1351 0.5194 -1.8642
H 0.9724 0.6355 -1.5937
H 1.5510 -0.9737 -2.1028
H 3.1577 0.6293 -2.9604
H 3.2553 1.5321 -1.4399
H 4.0037 -0.1112 -1.5992
C 2.5667 0.5896 1.2410
C 4.0855 0.3935 1.2643
H 2.1658 0.5667 2.2677
H 2.3082 1.5767 0.8268
H 4.5448 1.1650 1.8935
H 4.3831 -0.5636 1.7058
H 4.5628 0.4946 0.2808
Br -5.5115 0.6923 2.2793
P -1.7991 -1.7903 -1.1357
C -0.7453 -2.6041 -2.4061
C -1.1653 -3.9581 -3.0121
H 0.2343 -2.7405 -1.9165
H -0.6036 -1.8923 -3.2406
H -0.3176 -4.3685 -3.5842
H -1.4023 -4.7252 -2.2638
H -2.0008 -3.8939 -3.7290
C -2.9372 -3.0900 -0.4660
C -4.3665 -3.2950 -1.0006
H -3.0260 -2.8281 0.6033
H -2.4185 -4.0618 -0.5095
H -4.9343 -3.8910 -0.2649
H -4.9421 -2.3617 -1.1101
H -4.4071 -3.8606 -1.9513
C -2.7439 -0.5819 -2.1641
C -3.2758 -0.9758 -3.5544
H -2.0376 0.2580 -2.2914
H -3.5611 -0.2250 -1.5175
H -3.8377 -0.1211 -3.9562
H -2.4724 -1.1698 -4.2776
H -3.9762 -1.8227 -3.5444
C -0.4715 1.0070 4.6228
C -0.4581 -0.4812 4.4547
N -0.4602 -1.2520 3.3501
C -0.3843 -2.5859 3.8091
C -0.3815 -2.6064 5.1803
N -0.4306 -1.2645 5.5574
H -1.4630 1.4539 4.4089
H -0.2342 1.1619 5.6943
H 0.3304 1.5125 4.0355
H -0.3263 -3.4236 3.1449
H -0.2843 -3.3781 5.9256
H -0.4564 -0.8270 6.4780

## Properties
- total charge = +2
- E (a.u.) = -5815.53745
- max |F| (eV Å⁻¹) = 2.2
- relative energy (zero: lowest compared OMol25 entry of this formula, charge and spin) (eV) = 0.0000
- HOMO-LUMO gap (spin up / spin down) (hartree) = 0.31182 / 0.26283
- 2S+1 = 5
- HOMO level (spin up / spin down) (eV) = -13.8 / -13.8

Formula: C5H9O
Source: the Open Molecules 2025 dataset
Level of theory: wB97M-V/def2-TZVPD

Positions of all 15 atoms, in Å:
C -1.2858 0.6760 0.2311
O -4.4889 -0.3374 -0.4205
C 0.1005 -0.0044 0.1622
C 1.3640 0.7515 0.3775
C 2.6508 0.2358 0.2466
C 2.8869 -0.9692 -0.4283
H -1.0056 1.7296 0.1879
H -4.2003 -0.6877 0.4225
H 0.1310 -1.0616 0.4477
H -1.9415 0.2979 -0.5537
H 0.6346 0.2645 -0.8395
H -1.7636 0.2737 1.1231
H 3.4961 0.7554 0.6930
H 3.9088 -1.3594 -0.4802
H 2.1074 -1.5319 -0.9223

## Properties
- total charge = -2
- E (a.u.) = -270.86853
- max |F| (eV Å⁻¹) = 3.0
- relative energy (zero: lowest compared OMol25 entry of this formula, charge and spin) (eV) = 1.9975
- HOMO-LUMO gap (spin up / spin down) (hartree) = 0.18569 / 0.20908
- 2S+1 = 2
- HOMO level (spin up / spin down) (eV) = 1.7 / 1.0

Formula: C37H28LiN3S3
Source: the Open Molecules 2025 dataset
Level of theory: wB97M-V/def2-TZVPD

Positions of all 72 atoms, in Å:
Li 0.0599 -0.0476 -0.0313
C 4.9285 -3.1675 0.6238
C 5.0218 -3.5794 -0.8479
C 4.9607 -5.1122 -0.9150
C 6.3499 -3.0471 -1.4049
C 3.8923 -3.0211 -1.6976
C 3.8783 -3.3360 -3.0639
C 2.8965 -2.8774 -3.9151
C 1.8937 -2.0791 -3.3941
S 0.5272 -1.3473 -4.1838
C 0.0427 -0.6526 -2.6300
N 0.8396 -0.9575 -1.6556
C 1.8810 -1.7462 -2.0271
C 2.8856 -2.2228 -1.1869
C -1.1275 0.1704 -2.4790
C -1.9452 0.4594 -3.5791
C -3.0618 1.2486 -3.4184
C -3.3650 1.7509 -2.1614
C -2.5474 1.4575 -1.0803
C -1.4075 0.6651 -1.1882
H 5.7646 -3.6002 1.1706
H 4.0069 -3.5271 1.0745
H 4.9758 -2.0869 0.7328
H 5.7589 -5.5533 -0.3239
H 5.0477 -5.4805 -1.9327
H 4.0074 -5.4571 -0.5196
H 7.1878 -3.4295 -0.8277
H 6.3597 -1.9605 -1.3492
H 6.4978 -3.3248 -2.4442
H 4.6599 -3.9588 -3.4723
H 2.9093 -3.1344 -4.9613
H 2.8294 -1.9388 -0.1497
H -1.7061 0.0659 -4.5594
H -3.6982 1.4764 -4.2623
H -4.2432 2.3720 -2.0331
H -2.8114 1.8648 -0.1124
S 4.1388 5.1016 2.5965
C 4.6872 6.1748 1.3780
C 4.2246 5.8333 0.1471
C 3.4122 4.6856 0.1655
C 3.2626 4.1515 1.4223
C 2.5370 2.9739 1.8293
C 1.9110 2.1627 0.8581
N 1.2607 1.0666 1.1303
C 1.1394 0.6774 2.4099
C 1.7187 1.4106 3.4769
C 1.5327 0.9411 4.8125
C 0.7904 -0.1620 5.0738
C 0.1640 -0.9003 4.0242
C -0.6486 -2.0144 4.2432
C -1.2511 -2.6564 3.1630
C -0.9832 -2.1389 1.8770
N -0.2082 -1.1165 1.6476
C 0.3608 -0.4799 2.6840
C -2.0972 -3.8146 3.3095
C -2.7792 -4.5166 2.3454
C -3.4816 -5.6205 2.8606
C -3.3412 -5.7578 4.2046
S -2.3460 -4.5367 4.8797
C 2.4337 2.5668 3.1580
H 5.3229 6.9947 1.6419
H 4.4555 6.3753 -0.7510
H 2.9576 4.2836 -0.7236
H 1.9537 2.4321 -0.1856
H 1.9917 1.4990 5.6166
H 0.6463 -0.5006 6.0903
H -0.8127 -2.3687 5.2526
H -1.4269 -2.5924 1.0047
H -2.7903 -4.2595 1.3001
H -4.0624 -6.2851 2.2480
H -3.7624 -6.5088 4.8407
H 2.8973 3.1454 3.9464

## Properties
- total charge = 0
- E (a.u.) = -2793.19812
- max |F| (eV Å⁻¹) = 1.4
- HOMO-LUMO gap (hartree) = 0.22201
- 2S+1 = 1
- HOMO level (eV) = -6.9

Formula: C10H18N2O3RhS3
Source: the Open Molecules 2025 dataset
Level of theory: wB97M-V/def2-TZVPD

Positions of all 37 atoms, in Å:
Rh -0.4678 -0.7265 0.2788
N 1.6287 -0.7538 0.3599
C 2.1527 -0.7626 1.7368
C 1.3183 0.1317 2.6283
O 1.7547 0.7745 3.5315
N -0.1019 0.0948 2.2807
C -0.8005 1.0030 2.8442
C -0.6800 2.8168 0.4615
O -0.9095 3.7304 1.1271
O -0.4486 1.9190 -0.2372
H 2.0377 -1.5114 -0.1766
H 1.8855 0.1177 -0.0986
H 3.1922 -0.4430 1.8062
H 2.0769 -1.7814 2.1225
H -0.3804 1.6373 3.6254
H -1.8792 0.9830 2.7287
C -3.8644 -2.0902 1.4283
C -4.1066 -1.2513 0.1799
S -2.6542 -0.4047 -0.5442
C -2.3924 -1.2579 -2.1228
C -1.9240 -2.6824 -1.9694
S -0.3518 -2.7188 -1.0308
C -0.6927 -4.0627 0.1643
C -1.5144 -3.6756 1.3800
S -3.3066 -3.7852 1.0999
H -4.8125 -2.1949 1.9566
H -3.1569 -1.6096 2.1048
H -4.7973 -0.4392 0.4113
H -4.5545 -1.8566 -0.6082
H -1.6379 -0.6427 -2.6139
H -3.3067 -1.2015 -2.7170
H -1.7671 -3.1364 -2.9481
H -2.6392 -3.2839 -1.4119
H 0.2932 -4.4146 0.4711
H -1.1638 -4.8597 -0.4124
H -1.2806 -2.6445 1.6552
H -1.2603 -4.3206 2.2217

## Properties
- total charge = +1
- E (a.u.) = -2031.98974
- max |F| (eV Å⁻¹) = 1.5
- relative energy (zero: lowest compared OMol25 entry of this formula, charge and spin) (eV) = 0.0000
- HOMO-LUMO gap (spin up / spin down) (hartree) = 0.26094 / 0.26089
- 2S+1 = 1
- HOMO level (spin up / spin down) (eV) = -11.0 / -11.0

Which value of 2S+1 does entry 1 give?
5